Density functional theory data (wB97M-V/def2-TZVPD) for C38H40F12Ge2NO2SiTi as an isolated structure.

XYZ file:
```
97
Properties=species:S:1:pos:R:3:mulliken_spin:R:1
Ti -0.043 -0.086 0.114 0.84
C 2.402 -5.723 -2.963 0.00
C 2.226 -4.488 -2.125 0.00
C 3.201 -3.494 -2.092 0.00
C 3.022 -2.372 -1.313 0.00
C 1.892 -2.179 -0.513 0.01
N 1.806 -1.039 0.301 -0.05
C 2.790 -0.842 1.227 0.06
C 3.817 -1.796 1.463 0.01
C 4.884 -1.557 2.295 0.00
C 5.010 -0.355 2.983 0.01
C 6.179 -0.074 3.889 0.00
C 3.965 0.545 2.851 -0.01
C 2.849 0.324 2.050 0.00
C 1.666 1.299 2.108 0.00
O 0.470 0.731 1.825 0.04
C 1.884 2.476 1.119 0.02
F 3.138 2.963 1.092 0.00
F 1.072 3.523 1.340 0.00
F 1.608 2.035 -0.127 0.01
C 1.502 1.908 3.537 0.00
F 2.410 2.882 3.830 0.00
F 0.306 2.479 3.699 0.00
F 1.611 0.979 4.497 0.00
C 0.857 -3.148 -0.607 -0.03
C 1.063 -4.277 -1.403 0.00
C -0.509 -2.857 0.032 0.02
O -1.011 -1.658 -0.421 0.03
C -0.403 -2.916 1.615 0.01
F -0.994 -1.852 2.170 0.01
F 0.856 -2.953 2.061 0.00
F -0.999 -4.008 2.156 0.00
C -1.613 -3.873 -0.379 -0.01
F -1.853 -3.831 -1.697 0.00
F -1.375 -5.175 -0.092 0.00
F -2.774 -3.561 0.227 0.00
H 3.347 -6.224 -2.741 0.00
H 1.593 -6.433 -2.783 0.00
H 2.398 -5.474 -4.027 0.00
H 4.096 -3.592 -2.697 0.00
H 3.779 -1.597 -1.294 0.00
H 3.764 -2.749 0.960 0.00
H 5.640 -2.329 2.411 0.00
H 7.114 -0.436 3.457 0.00
H 6.287 0.997 4.065 0.00
H 6.064 -0.556 4.866 0.00
H 4.027 1.463 3.418 0.00
H 0.295 -5.030 -1.484 0.00
C 3.598 1.978 -2.787 0.00
Ge 1.720 2.150 -3.416 0.00
C 1.171 3.964 -2.823 0.00
C 1.924 2.368 -5.391 0.00
Ge 0.282 0.343 -2.529 0.08
C -1.446 0.706 -3.485 0.01
C -2.550 -0.084 -3.156 0.00
C -3.768 0.057 -3.805 0.00
C -3.925 1.018 -4.795 0.00
C -2.850 1.835 -5.118 0.00
C -1.632 1.675 -4.470 0.00
C 0.873 -1.135 -3.774 -0.01
C 2.095 -1.127 -4.446 0.00
C 2.436 -2.104 -5.371 0.00
C 1.553 -3.139 -5.645 0.00
C 0.347 -3.191 -4.960 0.00
C 0.021 -2.208 -4.040 0.00
H 4.179 2.843 -3.120 0.00
H 4.077 1.077 -3.173 0.00
H 3.635 1.935 -1.701 0.00
H 1.913 4.694 -3.156 0.00
H 1.095 4.012 -1.738 0.00
H 0.200 4.244 -3.233 0.00
H 2.541 3.251 -5.581 0.00
H 0.965 2.505 -5.889 0.00
H 2.410 1.504 -5.842 0.00
H -2.464 -0.806 -2.350 0.00
H -4.605 -0.569 -3.517 0.00
H -4.878 1.139 -5.297 0.00
H -2.958 2.603 -5.877 0.00
H -0.812 2.328 -4.746 0.00
H 2.809 -0.334 -4.253 0.00
H 3.392 -2.052 -5.882 0.00
H 1.806 -3.900 -6.376 0.00
H -0.347 -4.005 -5.141 0.00
H -0.926 -2.276 -3.523 0.00
C -2.137 3.192 -0.752 0.00
Si -2.222 1.529 0.221 -0.06
C -3.991 0.899 -0.230 0.00
C -2.502 2.160 2.026 0.01
H -3.030 3.807 -0.590 0.00
H -2.041 3.019 -1.828 0.00
H -1.268 3.775 -0.435 0.00
H -4.746 1.561 0.209 0.00
H -4.168 -0.113 0.144 0.00
H -4.147 0.880 -1.309 0.00
H -3.519 2.548 2.159 0.00
H -1.800 2.964 2.256 0.00
H -2.330 1.376 2.766 0.00
```

HOMO (spin up / spin down): -1.39 / -1.26 eV
2S+1: 2
E: -222281.40567 eV
Frontier orbital gap (spin up / spin down): 5.785 / 5.663 eV
Charge: -2
Relative energy (zero: lowest compared OMol25 entry of this formula, charge and spin): 31.43 kJ/mol



Density functional theory data (wB97M-V/def2-TZVPD) for a 2-piece molecular cluster, C38H40F3N3P overall.

XYZ file:
```
85
Properties=species:S:1:pos:R:3:lowdin_charge:R:1
C 1.469 -6.018 -2.869 -0.08
N 0.271 -5.300 -2.434 -0.22
C -0.920 -5.580 -3.241 -0.07
C 0.374 -4.055 -1.736 -0.23
C -0.501 -3.730 -0.692 -0.02
C -0.454 -2.488 -0.091 -0.12
C 0.452 -1.544 -0.522 -0.42
P 0.396 0.069 0.298 1.08
C 1.759 0.877 -0.573 -0.43
C 1.587 1.604 -1.732 -0.07
C 2.678 2.104 -2.408 -0.01
C 3.973 1.895 -1.929 -0.23
N 5.098 2.356 -2.683 -0.22
C 5.996 3.386 -2.157 -0.07
C 5.098 2.238 -4.141 -0.08
C 4.123 1.199 -0.724 -0.01
C 3.024 0.691 -0.060 -0.12
C -0.986 0.840 -0.575 -0.43
C -1.416 2.061 -0.104 -0.12
C -2.407 2.753 -0.774 -0.01
C -2.975 2.232 -1.942 -0.23
N -3.943 2.959 -2.703 -0.22
C -3.891 2.932 -4.164 -0.08
C -5.253 3.293 -2.143 -0.07
C -2.550 0.974 -2.376 -0.01
C -1.570 0.287 -1.694 -0.08
C 1.325 -1.847 -1.545 -0.07
C 1.300 -3.091 -2.139 0.00
H 2.311 -5.793 -2.216 0.09
H 1.294 -7.092 -2.842 0.08
H 1.731 -5.740 -3.888 0.08
H -1.722 -4.888 -2.989 0.08
H -0.688 -5.461 -4.298 0.08
H -1.264 -6.598 -3.073 0.08
H -1.200 -4.467 -0.343 0.11
H -1.126 -2.235 0.715 0.10
H 0.597 1.791 -2.110 0.10
H 2.538 2.691 -3.298 0.11
H 5.899 3.470 -1.077 0.08
H 7.030 3.150 -2.401 0.08
H 5.751 4.350 -2.601 0.08
H 4.488 1.392 -4.452 0.09
H 4.702 3.143 -4.595 0.08
H 6.111 2.079 -4.508 0.08
H 5.108 1.043 -0.324 0.11
H 3.135 0.138 0.861 0.09
H -0.967 2.463 0.792 0.09
H -2.734 3.710 -0.409 0.11
H -2.867 2.777 -4.503 0.09
H -4.515 2.129 -4.551 0.08
H -4.245 3.876 -4.574 0.08
H -5.238 3.226 -1.057 0.08
H -5.543 4.302 -2.430 0.08
H -6.002 2.599 -2.522 0.08
H -3.023 0.528 -3.232 0.11
H -1.267 -0.689 -2.032 0.10
H 2.025 -1.108 -1.893 0.10
H 1.981 -3.321 -2.938 0.11
F -5.073 3.007 4.690 0.16
C -3.917 3.565 5.107 -0.56
F -3.661 4.686 4.403 0.15
F -3.983 3.845 6.424 0.17
C -2.794 2.574 4.881 -0.07
C -1.573 3.005 4.402 0.02
C -0.565 2.108 4.178 0.03
C -0.747 0.730 4.422 -0.17
C 0.350 -0.122 4.151 0.12
C 0.490 -1.532 4.142 -0.19
C 1.789 -2.054 3.967 0.01
C 2.022 -3.405 3.956 -0.04
C 0.973 -4.292 4.106 -0.01
C -0.317 -3.814 4.247 -0.04
C -0.561 -2.464 4.258 0.01
C -1.988 0.326 4.957 0.03
C -2.989 1.238 5.172 0.03
H -1.437 4.056 4.212 0.13
H 0.384 2.458 3.812 0.13
H 1.254 0.407 3.901 0.12
H 2.611 -1.370 3.847 0.12
H 3.026 -3.775 3.826 0.12
H 1.159 -5.352 4.101 0.12
H -1.137 -4.509 4.341 0.12
H -1.577 -2.129 4.300 0.10
H -2.151 -0.686 5.266 0.10
H -3.942 0.934 5.575 0.14
```

HOMO: -9.39 eV
E: -61958.83902 eV
Frontier orbital gap: 3.623 eV
Charge: +1
Relative energy (zero: lowest compared OMol25 entry of this formula, charge and spin): 61.89 kJ/mol



Density functional theory data (wB97M-V/def2-TZVPD) for C38H40N6O4PtSSi as an isolated structure.

XYZ file:
```
91
Properties=species:S:1:pos:R:3:mulliken_spin:R:1
Pt 0.405 -0.323 0.183 1.74
N 1.132 -2.820 -3.473 0.01
C 0.583 -2.062 -2.537 -0.01
N 1.244 -1.572 -1.521 0.17
C 2.602 -1.792 -1.414 -0.02
N 3.306 -1.231 -0.482 0.04
N 2.575 -0.335 0.245 0.17
C 3.193 0.595 0.868 -0.01
C 2.395 1.649 1.487 0.02
C 2.960 2.708 2.174 0.00
C 2.121 3.722 2.623 0.00
C 0.769 3.648 2.345 0.00
C 0.279 2.548 1.649 0.02
N 1.071 1.563 1.256 0.07
C 3.242 -2.678 -2.372 0.01
C 4.597 -3.017 -2.290 0.00
C 5.155 -3.837 -3.244 0.00
C 4.377 -4.326 -4.298 0.00
C 3.040 -4.002 -4.399 0.00
C 2.482 -3.178 -3.428 0.00
H 0.562 -3.119 -4.250 0.00
H -0.468 -1.834 -2.641 -0.01
H 4.278 0.618 0.869 0.00
H 4.026 2.746 2.336 0.00
H 2.526 4.567 3.162 0.00
H 0.090 4.430 2.650 0.00
H -0.761 2.457 1.380 0.01
H 5.188 -2.623 -1.476 0.00
H 6.201 -4.100 -3.184 0.00
H 4.827 -4.964 -5.044 0.00
H 2.436 -4.377 -5.213 0.00
C 1.218 -2.250 2.769 0.05
Si 0.227 -3.319 1.593 -0.02
C 1.305 -4.299 0.417 0.02
C -0.790 -4.495 2.625 0.01
N -0.706 -2.137 0.539 0.66
C -1.922 -2.267 -0.005 0.10
C -2.331 -1.446 -1.102 0.10
C -3.549 -1.624 -1.708 -0.05
C -4.438 -2.591 -1.239 0.22
C -4.090 -3.380 -0.142 -0.04
C -2.866 -3.233 0.462 0.15
H 2.097 -2.820 3.080 0.00
H 0.642 -2.020 3.666 0.00
H 1.591 -1.309 2.361 -0.02
H 1.557 -5.244 0.900 0.00
H 2.244 -3.799 0.191 0.00
H 0.800 -4.544 -0.518 0.00
H -0.057 -5.014 3.249 0.00
H -1.307 -5.263 2.055 0.00
H -1.490 -4.006 3.300 0.00
H -1.680 -0.666 -1.469 0.12
H -3.820 -1.002 -2.549 0.00
H -5.397 -2.725 -1.718 0.00
H -4.788 -4.112 0.238 0.00
H -2.626 -3.835 1.320 0.02
C -4.004 0.993 2.134 0.00
C -2.541 0.763 2.365 0.01
O -1.857 0.267 1.476 0.13
C -1.923 1.156 3.654 0.00
C -0.625 0.727 3.936 0.00
C -0.009 1.092 5.117 0.00
C -0.684 1.900 6.026 0.00
C -1.974 2.331 5.757 0.00
C -2.598 1.954 4.578 0.00
H -4.279 0.583 1.165 0.00
H -4.227 2.061 2.146 0.00
H -4.599 0.533 2.923 0.00
H -0.112 0.096 3.220 0.01
H 0.992 0.748 5.340 0.00
H -0.204 2.188 6.951 0.00
H -2.498 2.953 6.468 0.00
H -3.606 2.291 4.381 0.00
C -1.422 6.900 -4.141 0.00
C -1.029 5.544 -3.647 0.01
C -1.970 4.516 -3.560 0.00
C -1.596 3.249 -3.152 0.00
C -0.269 3.011 -2.814 0.01
C 0.681 4.015 -2.880 0.00
C 0.292 5.274 -3.299 0.00
S 0.206 1.405 -2.336 0.03
O 1.630 1.352 -2.105 0.00
O -0.365 0.446 -3.255 0.00
O -0.518 1.212 -0.975 0.25
H -2.492 7.065 -4.033 0.00
H -1.174 7.003 -5.198 0.00
H -0.894 7.685 -3.602 0.00
H -3.000 4.710 -3.825 0.00
H -2.322 2.449 -3.110 0.00
H 1.709 3.806 -2.621 0.00
H 1.030 6.062 -3.364 0.00
```

HOMO (spin up / spin down): -13.25 / -13.28 eV
2S+1: 5
E: -79130.87522 eV
Frontier orbital gap (spin up / spin down): 7.270 / 5.659 eV
Charge: +2
Relative energy (zero: lowest compared OMol25 entry of this formula, charge and spin): 0.00 kJ/mol



Density functional theory data (wB97M-V/def2-TZVPD) for C38H41Br2N8O10SeSm as an isolated structure.

XYZ file:
```
101
Properties=species:S:1:pos:R:3:mulliken_spin:R:1
Sm -1.271 0.138 0.579 5.00
N -2.458 1.484 2.490 0.00
C -2.202 0.966 3.885 0.00
C -0.816 0.325 4.018 0.00
O -0.403 0.049 5.157 0.00
N -0.284 -0.017 2.855 -0.01
C 1.117 -0.586 2.889 0.00
C 1.733 -0.643 1.515 0.00
O 2.916 -0.947 1.326 0.00
O 0.929 -0.335 0.533 -0.02
H -2.178 2.449 2.389 0.00
H -3.451 1.460 2.234 0.00
H -3.004 0.263 4.099 0.00
H -2.295 1.746 4.666 0.00
H 1.099 -1.591 3.303 0.00
H 1.832 0.009 3.517 0.00
O -0.048 1.778 -0.942 0.01
C -0.044 1.633 -2.358 0.00
C 1.026 0.706 -2.871 0.00
C 0.970 -0.764 -2.378 0.00
C -0.304 -1.454 -2.637 0.00
C -0.438 -2.467 -3.570 0.00
C -1.710 -2.877 -3.979 0.00
C -2.799 -2.271 -3.401 0.00
C -2.627 -1.363 -2.373 0.01
N -1.409 -0.966 -1.998 -0.02
H 0.105 2.750 -0.751 0.00
H 0.180 2.576 -2.832 0.00
H -1.002 1.304 -2.686 0.00
H 2.025 1.056 -2.589 0.00
H 0.988 0.683 -3.983 0.00
H 1.197 -0.736 -1.306 0.00
H 1.778 -1.336 -2.802 0.00
H 0.457 -2.753 -4.117 0.00
H -1.754 -3.637 -4.744 0.00
H -3.825 -2.532 -3.687 0.00
H -3.495 -0.942 -1.855 0.00
Br -6.083 -2.143 1.881 0.00
C -4.428 -3.115 1.777 0.00
C -4.371 -4.451 2.219 0.00
C -3.246 -5.231 2.074 0.00
Br -3.104 -6.973 2.917 0.00
C -2.081 -4.665 1.477 0.00
C -0.916 -5.365 1.128 0.00
C 0.144 -4.674 0.626 0.00
C 0.057 -3.286 0.368 0.00
N -0.999 -2.590 0.668 0.00
C -2.096 -3.263 1.190 0.00
C -3.247 -2.427 1.375 0.00
O -3.160 -1.183 1.145 0.00
H -5.310 -4.945 2.571 0.00
H -0.889 -6.410 1.384 0.00
H 1.027 -5.275 0.356 0.00
H 0.861 -2.738 -0.099 0.00
Se 0.496 5.030 -0.105 0.00
C 2.222 4.462 0.341 0.00
C 3.310 4.625 -0.530 0.00
C 4.545 4.208 -0.175 0.00
N 4.839 3.550 0.964 0.00
C 3.773 3.351 1.768 0.00
C 2.547 3.881 1.564 0.00
H 3.146 5.006 -1.550 0.00
H 5.441 4.288 -0.790 0.00
H 4.009 2.745 2.644 0.00
H 1.846 3.722 2.409 0.00
C 5.552 -2.876 1.315 0.00
N 5.695 -2.814 -0.119 0.00
C 5.625 -4.136 -0.732 0.00
C 5.126 -1.811 -0.882 0.00
O 4.389 -2.114 -1.821 0.00
N 5.366 -0.491 -0.549 0.00
C 6.220 -0.051 0.545 0.00
C 4.340 0.400 -1.007 0.00
H 5.272 -3.877 1.565 0.00
H 4.747 -2.205 1.739 0.00
H 6.493 -2.626 1.894 0.00
H 6.411 -4.787 -0.371 0.00
H 5.703 -3.987 -1.794 0.00
H 4.605 -4.620 -0.601 0.00
H 7.206 -0.519 0.572 0.00
H 5.780 -0.197 1.509 0.00
H 6.394 1.049 0.466 0.00
H 4.554 1.328 -0.498 0.00
H 4.398 0.541 -2.088 0.00
H 3.326 0.019 -0.747 0.00
O -4.763 0.569 -1.623 0.00
C -4.073 1.443 -1.110 0.00
O -2.917 1.358 -0.609 0.01
C -4.695 2.826 -0.997 0.00
C -6.077 2.841 -1.062 0.00
C -6.731 4.061 -0.977 0.00
C -6.023 5.249 -0.863 0.00
C -4.638 5.227 -0.766 0.00
C -3.979 4.026 -0.772 0.00
N -6.728 6.565 -0.987 0.00
O -7.884 6.510 -1.413 0.00
O -6.140 7.583 -0.706 0.00
H -6.602 1.909 -1.302 0.00
H -7.795 4.109 -1.075 0.00
H -4.130 6.194 -0.679 0.00
H -2.896 4.014 -0.646 0.00
```

HOMO: -2.66 eV
2S+1: 6
E: -295809.46764 eV
Frontier orbital gap: 5.768 eV
Charge: -2
Relative energy (zero: lowest compared OMol25 entry of this formula, charge and spin): 37.57 kJ/mol



Density functional theory data (wB97M-V/def2-TZVPD) for C38H41GeN2O4PV as an isolated structure.

XYZ file:
```
88
Properties=species:S:1:pos:R:3:mulliken_spin:R:1
V 1.293 1.660 -0.051 2.03
O 1.477 3.763 1.871 0.09
C 2.259 3.077 1.260 -0.04
O 2.299 3.019 -0.047 -0.02
C 3.283 2.124 1.873 0.02
P 3.519 1.010 0.400 -0.03
C 3.972 -0.596 1.126 0.00
C 5.153 -1.270 0.825 -0.01
C 5.405 -2.506 1.394 0.00
C 4.481 -3.080 2.252 0.00
C 3.283 -2.435 2.516 0.00
C 3.024 -1.199 1.950 0.01
C 5.044 1.774 -0.229 -0.03
C 5.110 2.454 -1.438 0.01
C 6.315 3.002 -1.849 0.00
C 7.444 2.872 -1.056 0.00
C 7.369 2.231 0.170 0.00
C 6.169 1.687 0.589 0.00
H 2.847 1.617 2.738 0.00
H 4.186 2.657 2.182 0.01
H 5.883 -0.823 0.164 0.00
H 6.326 -3.022 1.166 0.00
H 4.694 -4.034 2.709 0.00
H 2.552 -2.899 3.160 0.00
H 2.087 -0.692 2.146 0.00
H 4.214 2.564 -2.036 0.01
H 6.375 3.528 -2.789 0.00
H 8.384 3.284 -1.388 0.00
H 8.243 2.154 0.800 0.00
H 6.097 1.190 1.547 0.00
N 0.873 -0.090 -1.049 -0.06
C 0.756 0.073 -2.512 0.00
C 1.816 -0.711 -3.280 -0.02
C 3.221 -0.133 -3.139 0.02
N 3.801 -0.407 -1.819 -0.01
H 1.602 -0.779 -0.842 0.00
H -0.005 -0.469 -0.681 0.02
H 0.863 1.146 -2.740 0.02
H -0.237 -0.248 -2.840 0.00
H 1.554 -0.691 -4.337 0.00
H 1.824 -1.756 -2.957 0.00
H 3.169 0.952 -3.254 0.00
H 3.856 -0.546 -3.935 0.00
H 4.767 -0.087 -1.834 0.00
H 3.847 -1.415 -1.683 0.00
O 0.411 0.692 1.480 -0.02
C -0.614 1.358 1.164 0.01
O -0.649 1.815 0.000 -0.02
C -1.747 1.525 2.125 0.00
C -2.447 0.179 2.304 0.00
Ge -3.699 -0.340 0.814 0.00
C -2.998 -0.249 -1.042 0.00
C -2.936 -1.411 -1.804 0.00
C -2.658 -1.356 -3.159 0.00
C -2.431 -0.132 -3.769 0.00
C -2.491 1.034 -3.021 0.00
C -2.785 0.975 -1.670 0.01
C -4.134 -2.229 1.211 0.00
C -5.447 -2.667 1.292 0.00
C -5.732 -3.990 1.578 0.00
C -4.699 -4.888 1.790 0.00
C -3.384 -4.463 1.711 0.00
C -3.108 -3.140 1.426 0.00
C -5.360 0.739 0.810 0.00
C -6.127 0.862 1.963 0.00
C -7.343 1.521 1.933 0.00
C -7.806 2.070 0.749 0.00
C -7.050 1.956 -0.405 0.00
C -5.840 1.288 -0.373 0.00
H -2.435 2.281 1.742 0.00
H -1.336 1.855 3.082 0.00
H -3.058 0.220 3.209 0.00
H -1.706 -0.608 2.464 0.00
H -3.131 -2.366 -1.333 0.00
H -2.635 -2.262 -3.747 0.00
H -2.212 -0.088 -4.825 0.00
H -2.325 1.990 -3.497 0.00
H -2.861 1.891 -1.101 0.00
H -6.249 -1.960 1.127 0.00
H -6.759 -4.320 1.638 0.00
H -4.920 -5.921 2.011 0.00
H -2.577 -5.162 1.877 0.00
H -2.078 -2.806 1.365 0.00
H -5.777 0.425 2.890 0.00
H -7.938 1.601 2.832 0.00
H -8.758 2.575 0.720 0.00
H -7.404 2.376 -1.335 0.00
H -5.263 1.181 -1.281 0.00
```

HOMO (spin up / spin down): -11.12 / -11.12 eV
2S+1: 3
E: -142729.96845 eV
Frontier orbital gap (spin up / spin down): 8.177 / 8.189 eV
Charge: +1
Relative energy (zero: lowest compared OMol25 entry of this formula, charge and spin): 346.75 kJ/mol



> What is the formula in the first record?

C38H40F12Ge2NO2SiTi



> Which formula does entry 3 have?

C38H40N6O4PtSSi



> Which of these has the highest E?

C38H40F3N3P